Entry 1:
52
Properties=species:S:1:pos:R:3 method="wB97M-V/def2-TZVPD" e_tot_ev=-34487.964 de_lowest_kcal_mol=0.0 fmax_ha_per_bohr=0.012 smiles="O=C(CCCN1CCC(n2c(=O)[nH]c3ccccc32)CC1)c1ccc(F)cc1" homo_ha=-0.2991
O -1.11 1.02 -5.25
C -0.48 0.29 -4.51
C -1.18 -0.83 -3.77
C -1.90 -0.26 -2.54
C -0.94 0.18 -1.43
N -0.04 -0.89 -1.03
C -0.65 -1.97 -0.28
C -1.01 -1.60 1.17
C 0.25 -1.11 1.88
N 0.00 -0.76 3.26
C 0.61 -1.44 4.29
O 1.39 -2.36 4.19
N 0.15 -0.88 5.46
C -0.73 0.14 5.18
C -1.44 0.99 6.01
C -2.26 1.93 5.41
C -2.36 2.02 4.03
C -1.65 1.17 3.19
C -0.83 0.22 3.78
C 0.89 0.04 1.10
C 1.15 -0.42 -0.34
C 0.97 0.53 -4.27
C 1.82 -0.37 -3.63
C 3.16 -0.06 -3.46
C 3.64 1.14 -3.93
F 4.95 1.44 -3.76
C 2.83 2.06 -4.58
C 1.50 1.74 -4.75
H -0.50 -1.61 -3.45
H -1.92 -1.25 -4.44
H -2.50 0.60 -2.85
H -2.59 -1.02 -2.16
H -0.33 1.00 -1.81
H -1.55 0.57 -0.60
H -1.55 -2.30 -0.81
H 0.06 -2.80 -0.28
H -1.78 -0.83 1.18
H -1.40 -2.48 1.68
H 0.97 -1.94 1.94
H 0.43 -1.18 6.37
H -1.35 0.92 7.08
H -2.83 2.61 6.03
H -3.01 2.76 3.59
H -1.75 1.26 2.12
H 0.24 0.91 1.09
H 1.84 0.33 1.56
H 1.59 0.39 -0.92
H 1.86 -1.25 -0.33
H 1.46 -1.31 -3.25
H 3.83 -0.75 -2.97
H 3.24 2.99 -4.94
H 0.83 2.42 -5.25



Entry 2:
48
Properties=species:S:1:pos:R:3 method="wB97M-V/def2-TZVPD" e_tot_ev=-33790.972 de_lowest_kcal_mol=0.0 fmax_ha_per_bohr=0.028 homo_ha=-0.4065 charge=+1
C -3.08 2.21 -3.70
Si -3.43 0.45 -3.37
C -4.66 -0.24 -2.19
C -2.84 -0.76 -4.66
C -4.01 -0.58 -5.61
C -3.95 0.38 -6.63
C -5.05 0.56 -7.47
C -6.22 -0.16 -7.27
C -6.22 -1.21 -6.36
C -5.14 -1.42 -5.52
H 0.23 0.32 0.04
H -3.91 2.41 -4.38
H -3.15 2.86 -2.82
H -2.11 2.39 -4.19
H -5.56 -0.14 -2.82
H -4.49 -1.29 -1.92
H -4.79 0.35 -1.26
H -1.87 -0.44 -5.02
H -2.72 -1.74 -4.21
H -3.04 0.96 -6.77
H -5.03 1.38 -8.18
H -7.10 0.03 -7.89
H -7.12 -1.80 -6.21
H -5.14 -2.23 -4.79
F 1.01 -0.73 4.91
C -0.02 -0.49 4.03
C -1.22 -1.20 4.16
C -2.20 -0.97 3.19
C -1.92 -0.14 2.08
C -0.67 0.50 1.91
C -0.28 1.15 0.55
C 0.72 2.31 0.34
C 0.60 3.15 -0.79
C 1.64 4.05 -1.11
C 2.77 4.17 -0.29
C 2.85 3.41 0.89
C 1.80 2.53 1.19
C 0.29 0.32 2.92
H -1.40 -1.91 4.98
H -3.17 -1.50 3.24
H -2.66 0.03 1.30
H -1.22 1.45 0.04
H -0.29 3.06 -1.43
H 1.58 4.66 -2.03
H 3.59 4.85 -0.53
H 3.72 3.44 1.56
H 1.86 1.95 2.10
H 1.31 0.71 2.77